[1]
Below is a structure of composition C15H17AsCl2O2ReS5, with properties calculated with wB97M-V/def2-TZVPD.

Calculated total energy   -162086.0179 eV
Molecular weight   721.67 g/mol
LUMO   -11.50 eV
F_max   0.385 eV Å⁻¹
HOMO-LUMO gap   5.400 eV

```
! RIJCOSX wB97M-V def2-TZVPD def2/J DEFGRID3
* xyz 3 1
Re -1.25818 -2.52243 -0.24487
S -2.07782 -6.40454 3.01977
As -1.57250 -4.46377 2.27763
S -2.93490 -3.15258 1.09498
S 0.11453 -3.94451 0.97354
S -1.63564 -4.77216 4.39548
C 2.28046 7.79591 2.86355
C 2.19239 6.44967 2.24930
O 2.85590 5.86793 1.48694
S 0.54776 5.58870 3.00749
C 0.32335 4.08510 2.31597
C 1.16879 3.46257 1.32705
C 0.86682 2.23568 0.85890
C -0.29931 1.52459 1.34183
C -1.14597 2.14783 2.33842
C -0.84095 3.37280 2.80111
C -0.59686 0.30590 0.87381
C -0.88944 -0.84392 0.41818
H 3.15956 8.30311 2.47229
H 2.35045 7.69653 3.94911
H 1.37710 8.36459 2.63305
H 2.03958 3.98179 0.96321
H 1.49444 1.76463 0.11500
H -2.01693 1.61788 2.69803
H -1.46635 3.84850 3.54551
Cl -2.47222 -4.62583 -2.04458
C -3.73342 -3.41942 -2.32549
Cl -3.08519 -1.77753 -1.90445
H -4.58148 -3.61151 -1.67792
H -4.00617 -3.39763 -3.37501
C 1.01590 -2.72065 -4.01651
C 2.13184 -2.76482 -2.97644
C 1.41701 -3.26408 -1.74669
O 0.04679 -2.65980 -1.83894
C -0.15552 -2.16710 -3.23991
H 0.79092 -3.72157 -4.38632
H 1.25602 -2.08879 -4.86900
H 2.54852 -1.77172 -2.80530
H 2.94273 -3.43402 -3.25649
H 1.84633 -2.92537 -0.80751
H 1.27904 -4.34453 -1.74503
H -0.16103 -1.07989 -3.18065
H -1.11638 -2.53555 -3.57906
*
```


[2]
Below is a cluster of 6 separate species, C21H49N5O5 in total, with properties calculated with wB97M-V/def2-TZVPD.

Calculated total energy   -40259.4874 eV
Molecular weight   451.65 g/mol
LUMO   0.46 eV
F_max   3.832 eV Å⁻¹
HOMO-LUMO gap   9.575 eV
SMILES string   CNC(C)=O.CNC(C)=O.CNC(C)=O.CNC(C)=O.CNC(C)=O.CCCCCC

```
! RIJCOSX wB97M-V def2-TZVPD def2/J DEFGRID3
* xyz 0 1
C 1.26848 3.49972 0.23233
C 1.69957 2.28962 0.98775
C 3.26642 2.18310 1.01738
C 3.60968 0.80549 1.56003
C 3.78454 0.78103 3.06128
C 5.14854 1.26091 3.57153
H 1.70798 3.63192 -0.75634
H 1.61142 4.35856 0.80929
H 0.19045 3.52345 0.07303
H 1.14782 2.41434 1.91947
H 1.30487 1.40498 0.48802
H 3.65206 2.99585 1.63285
H 3.47385 2.27607 -0.04865
H 2.89181 0.02055 1.32203
H 4.49712 0.54554 0.98299
H 3.02735 1.41195 3.52680
H 3.60523 -0.25212 3.35886
H 5.95794 0.61773 3.22610
H 5.38450 2.31709 3.44149
H 5.14609 1.07865 4.64617
C -0.75247 0.59244 -5.31352
C -1.37720 1.23320 -4.06116
O -2.54708 1.35843 -3.97127
N -0.51566 1.70208 -3.15351
C 0.92664 1.58071 -3.13084
H -1.51947 0.60145 -6.08795
H -0.48931 -0.45432 -5.16140
H 0.14780 1.09103 -5.67272
H -0.84756 2.02340 -2.25534
H 1.42319 2.12201 -2.32551
H 1.54722 1.58553 -4.02692
H 0.91432 0.58061 -2.69756
C -1.55075 -0.05488 1.00176
C -0.69064 -1.34999 0.71485
O 0.20644 -1.32348 -0.13247
N -0.80950 -2.38844 1.61806
C 0.09217 -3.68568 1.55793
H -1.70127 0.66976 0.20155
H -1.10365 0.51454 1.81661
H -2.56464 -0.23272 1.36022
H -1.27188 -2.32339 2.51365
H 0.81514 -3.61506 2.37060
H 0.66667 -3.76256 0.63482
H -0.42610 -4.64059 1.64537
C 2.97274 -0.45190 -5.67976
C 3.04210 -0.90340 -4.28365
O 3.61489 -0.22946 -3.40647
N 2.46579 -2.07594 -3.97602
C 2.38440 -2.61607 -2.54371
H 2.96700 -1.29656 -6.36868
H 3.81051 0.21446 -5.88528
H 2.06485 0.15124 -5.67342
H 1.80552 -2.48127 -4.62397
H 1.51197 -2.16027 -2.07551
H 3.22974 -2.32785 -1.91888
H 2.25610 -3.69375 -2.44247
C -3.06400 -0.65394 4.93606
C -2.10996 -1.87905 4.83345
O -0.93587 -1.76040 4.38139
N -2.47308 -3.06225 5.35557
C -1.70426 -4.31601 5.04934
H -2.52888 0.29544 4.95682
H -3.65556 -0.66988 5.85144
H -3.66943 -0.64386 4.02973
H -3.38918 -3.15460 5.77068
H -1.81906 -4.47414 3.97701
H -1.97860 -5.26688 5.50618
H -0.63950 -4.28605 5.28059
C -3.55974 3.05853 -1.78010
C -4.45148 2.18229 -0.92963
O -4.87465 2.65355 0.16915
N -4.66285 0.90936 -1.34339
C -5.61585 0.07339 -0.55962
H -3.98181 2.98213 -2.78215
H -2.53393 2.69154 -1.74636
H -3.66466 4.10591 -1.49711
H -4.25082 0.52521 -2.18169
H -6.66050 0.37302 -0.47581
H -5.30386 0.15780 0.48135
H -5.54622 -0.95886 -0.90273
*
```


[3]
Below is the ion C5H10NO with charge -1, with properties calculated with wB97M-V/def2-TZVPD.

Calculated total energy   -8882.8879 eV
Relative energy (zero: lowest compared OMol25 entry of this formula, charge and spin)   118.7 kJ/mol
Molecular weight   100.14 g/mol
LUMO   3.86 eV
F_max   1.279 eV Å⁻¹
HOMO-LUMO gap   6.343 eV
SMILES string   C=CCCNC[O-]

```
! RIJCOSX wB97M-V def2-TZVPD def2/J DEFGRID3
* xyz -1 1
C 0.14138 -0.66291 0.67788
C 0.24150 0.86557 0.49173
C -1.02342 1.54779 0.03699
C -2.14912 1.57859 0.77788
N 0.17915 -1.33555 -0.63300
C 1.57062 -1.25319 -1.26161
O 2.51360 -1.79001 -0.48626
H -0.82097 -0.96385 1.10358
H 0.94843 -0.97536 1.34775
H 1.07683 1.10741 -0.15765
H 0.42911 1.28003 1.49044
H -1.02690 1.87446 -1.01259
H -2.91572 2.32719 0.57867
H -2.42441 0.72794 1.40401
H 0.13482 -2.34069 -0.49636
H 1.43318 -1.78028 -2.24331
H 1.69191 -0.20713 -1.61813
*
```


[4]
Below is the molecule C7H10N2O, with properties calculated with wB97M-V/def2-TZVPD.

Calculated total energy   -12447.3430 eV
Relative energy (zero: lowest compared OMol25 entry of this formula, charge and spin)   203.1 kJ/mol
Molecular weight   138.17 g/mol
LUMO   0.76 eV
F_max   3.108 eV Å⁻¹
HOMO-LUMO gap   10.179 eV
SMILES string   C=CC1(C=C)CNC(=O)N1

```
! RIJCOSX wB97M-V def2-TZVPD def2/J DEFGRID3
* xyz 0 1
C 2.49847 0.67221 0.23586
C -1.31733 -1.77245 -1.24240
C -1.04570 1.95068 -1.12498
C -0.12235 -1.44409 -0.75933
C -0.85114 0.97091 -0.20874
C 0.76919 -0.34065 1.35437
C 0.30407 -0.03821 -0.16810
N 2.09344 0.27898 1.47826
N 1.53014 0.34982 -0.74420
O 3.50785 1.27962 -0.07917
H -1.44202 -2.70655 -1.72848
H -2.07985 -1.03696 -1.41261
H -1.75752 2.72548 -0.73591
H -0.36540 2.15515 -1.99505
H 0.74687 -2.05100 -0.75382
H -1.43304 0.98083 0.74755
H -0.00733 0.06960 2.12119
H 0.71929 -1.37579 1.66984
H 2.72208 0.09280 2.29427
H 1.61031 0.65988 -1.70821
*
```


[5]
Below is a structure of composition C30H32Cl2MnN3PS2, with properties calculated with wB97M-V/def2-TZVPD.

Calculated total energy   -123423.6395 eV
Relative energy (zero: lowest compared OMol25 entry of this formula, charge and spin)   0.0 kJ/mol
Molecular weight   655.56 g/mol
LUMO (alpha / beta)   4.47 / 4.45 eV
F_max   0.847 eV Å⁻¹
HOMO-LUMO gap (alpha / beta)   4.966 / 4.947 eV

```
! RIJCOSX wB97M-V def2-TZVPD def2/J DEFGRID3
* xyz -2 2
Mn -0.32733 1.04025 -0.01857
C 2.19613 -1.06946 -0.71774
N 1.91525 0.25554 -0.09832
C 2.22717 0.17157 1.34665
C 1.39366 1.10123 2.20251
N -0.03421 0.74275 2.17244
C -0.28596 -0.65583 2.56308
C -0.81235 1.64399 3.00854
C -0.57864 1.68278 4.37691
C -1.31098 2.51335 5.21113
C -2.29986 3.31481 4.64231
C -2.54151 3.27409 3.28646
C -1.81458 2.43266 2.41719
S -2.14702 2.37051 0.72407
C 2.78632 1.24025 -0.74987
C 4.15714 0.99434 -0.79963
C 5.03833 1.87335 -1.40478
C 4.52867 3.03657 -1.97254
C 3.17532 3.28944 -1.92491
C 2.25913 2.40815 -1.31682
S 0.57409 2.82804 -1.23789
H 3.18495 -1.43360 -0.41355
H 0.38572 -1.91569 -0.83267
H 2.20018 -0.93006 -1.80250
H 2.04930 -0.85405 1.65329
H 3.29034 0.37866 1.52382
H 1.78660 1.06139 3.23182
H 1.47534 2.13513 1.85118
H 0.21542 -0.91676 3.51164
H -1.35969 -0.77429 2.69780
H 0.04708 -1.34034 1.78698
H 0.19236 1.04329 4.79349
H -1.11560 2.53619 6.27627
H -2.88618 3.98060 5.26741
H -3.31132 3.89855 2.84894
H 4.54628 0.08855 -0.35114
H 6.09809 1.65258 -1.43566
H 5.19042 3.74582 -2.45847
H 2.77481 4.19426 -2.36558
Cl 3.06901 -3.25288 1.86131
C 2.43549 -4.09592 0.45005
C 2.75803 -5.44170 0.33601
C 2.24259 -6.16614 -0.72697
C 1.44611 -5.52875 -1.66974
C 1.16129 -4.18263 -1.55100
Cl 1.39140 -3.07855 -3.63446
C 1.63152 -3.43163 -0.47431
N 1.23584 -2.07210 -0.30025
H 3.39193 -5.89912 1.08353
H 2.47279 -7.22230 -0.82525
H 1.08300 -6.08268 -2.52952
C -2.96865 -1.28652 0.13880
P -1.90253 -0.28298 -0.98144
C -1.66770 -1.52306 -2.32738
C -3.17290 0.72001 -1.86635
C -2.73429 1.50835 -2.92939
C -3.62031 2.29221 -3.65003
C -4.96759 2.31760 -3.31125
C -5.41186 1.55815 -2.23982
C -4.52053 0.76899 -1.52419
H -3.32709 -0.65142 0.95046
H -2.33807 -2.07000 0.56327
H -3.81712 -1.75496 -0.36969
H -2.61976 -1.83072 -2.76676
H -1.15289 -2.41507 -1.96513
H -1.03072 -1.10035 -3.10402
H -1.67718 1.53485 -3.17158
H -3.25178 2.89969 -4.46834
H -5.66078 2.93836 -3.86740
H -6.45517 1.58781 -1.94616
H -4.88488 0.20487 -0.67632
*
```


[6]
Below is the molecule C3H8N2O, with properties calculated with wB97M-V/def2-TZVPD.

Calculated total energy   -8268.4827 eV
Relative energy (zero: lowest compared OMol25 entry of this formula, charge and spin)   81.4 kJ/mol
Molecular weight   88.11 g/mol
LUMO   0.93 eV
F_max   2.215 eV Å⁻¹
HOMO-LUMO gap   10.396 eV
SMILES string   CC(=O)NCN

```
! RIJCOSX wB97M-V def2-TZVPD def2/J DEFGRID3
* xyz 0 1
O 0.78754 -0.91140 1.22695
C 0.89752 -0.31055 0.18013
N -0.11393 -0.03583 -0.67846
C -1.51140 -0.23972 -0.30147
N -2.16112 1.02104 -0.10382
C 2.24570 0.25051 -0.26449
H -0.00117 0.61164 -1.44260
H -1.48155 -0.77695 0.65285
H -1.93018 -0.82970 -1.11950
H -1.71700 1.72015 0.49288
H -3.04804 0.95184 0.38857
H 2.92991 0.74423 0.42001
H 2.04349 1.00127 -1.03931
H 2.83145 -0.54039 -0.73634
*
```


[7]
Below is a cluster of 9 separate species, C11H39NO9 in total, with properties calculated with wB97M-V/def2-TZVPD.

Calculated total energy   -31954.1257 eV
Relative energy (zero: lowest compared OMol25 entry of this formula, charge and spin)   0.0 kJ/mol
Molecular weight   329.43 g/mol
LUMO   0.10 eV
F_max   3.241 eV Å⁻¹
HOMO-LUMO gap   8.132 eV
SMILES string   CC1(C)CCCC(C)(C)N1O.CCO.O.O.O.O.O.O.O

```
! RIJCOSX wB97M-V def2-TZVPD def2/J DEFGRID3
* xyz 0 1
C 0.98959 4.31172 5.00821
C -0.56171 4.41199 5.08998
O -0.86625 5.65580 5.69746
H 1.45524 4.34838 5.99306
H 1.48703 4.94367 4.27249
H 1.25822 3.29816 4.71048
H -0.82646 3.65562 5.82883
H -1.01953 4.36839 4.10175
H -1.80132 5.54560 5.88481
C 2.61065 -1.70187 0.00110
C 3.21166 -2.88125 0.75371
C 2.52126 -3.31801 2.05639
C 1.16981 -4.02218 1.73765
C 1.42897 -5.28805 0.95227
C 2.20190 -5.10456 -0.29128
N 3.34642 -4.14763 -0.06157
O 4.32155 -4.08252 -1.02323
C 2.71110 -6.51303 -0.86187
C 1.27670 -4.49842 -1.37116
C 4.65083 -2.46314 1.26095
H 1.52217 -1.75922 -0.00503
H 2.94901 -1.51727 -1.01848
H 2.78875 -0.73998 0.48188
H 3.18247 -4.02510 2.55731
H 2.53128 -2.53188 2.81137
H 0.49501 -3.38335 1.16787
H 0.72231 -4.19559 2.71631
H 0.44339 -5.66218 0.67521
H 1.96564 -6.01945 1.55654
H 3.72436 -6.74344 -0.53276
H 2.15094 -7.38462 -0.52325
H 2.78995 -6.43908 -1.94650
H 0.37829 -5.08744 -1.55559
H 0.96088 -3.53889 -0.96168
H 1.74132 -4.28199 -2.33313
H 4.69482 -1.58233 1.90154
H 5.39101 -2.29588 0.47848
H 5.11675 -3.20054 1.91461
H 3.93620 -3.45224 -1.63629
O -1.94197 5.03768 -6.76146
H -1.04015 5.14897 -6.46051
H -2.45937 5.59544 -6.18056
O -8.28127 1.35084 -3.45033
H -8.90408 0.69806 -3.77004
H -7.44011 1.08060 -3.81864
O 1.50303 6.04823 -2.72549
H 0.84771 5.37643 -2.53717
H 2.07899 5.64607 -3.37569
O -4.94852 7.48818 -0.43321
H -4.45521 8.29594 -0.57602
H -4.28524 6.79805 -0.43700
O -2.33981 3.44529 -1.46659
H -2.92805 3.04659 -0.82530
H -2.52492 2.98126 -2.28308
O -4.12517 0.63467 -5.53716
H -4.33890 0.00679 -6.22733
H -3.57918 1.29080 -5.97031
O -5.66913 2.38579 2.19964
H -5.69878 2.18302 3.13464
H -6.51985 2.78290 2.01309
*
```